Here is a molecular structure, C15H9Cl2N3O5Pd from the Open Molecules 2025 dataset. Energies are from the ωB97M-V functional and the def2-TZVPD basis.

Computed properties:
E_HOMO	-8.24	eV
ΔE to the lowest compared entry with this formula, charge and spin	3.2	kJ/mol
frontier orbital gap	7.517	eV

```
! wB97M-V def2-TZVPD RIJCOSX def2/J DEFGRID3
* xyz 0 1
Pd 0.2701 0.0533 0.3029
C -3.2412 -1.2378 0.8072
C -2.1158 -1.4059 1.7595
N -0.8924 -0.9331 1.6141
C -0.1530 -1.3153 2.7067
C -0.9536 -2.0123 3.5550
N -2.1773 -2.0639 2.9359
C -0.7583 -2.6608 4.8766
O 0.4242 -2.5180 5.4306
O -1.6817 -3.2494 5.3848
C 1.2761 -0.9137 2.7592
O 1.9810 -1.2683 3.7001
O 1.6624 -0.2204 1.7465
H -2.8734 -0.7552 -0.0967
H -4.0282 -0.6252 1.2480
H -3.6679 -2.2063 0.5444
H -2.9750 -2.5281 3.3445
H 1.0414 -1.9575 4.8721
Cl -2.8989 0.8426 -3.4553
C -1.2223 1.2442 -3.3369
C -0.5856 1.8632 -4.4266
C 0.7383 2.1961 -4.3753
Cl 1.4967 2.9426 -5.7469
C 1.4989 1.9233 -3.2138
C 2.8716 2.2094 -3.0395
C 3.4960 1.8809 -1.8686
C 2.7641 1.2564 -0.8434
N 1.4880 0.9917 -0.9832
C 0.8326 1.3103 -2.1398
C -0.5439 0.9537 -2.1688
O -1.0869 0.3931 -1.1153
H -1.1610 2.0680 -5.3187
H 3.4182 2.6812 -3.8446
H 4.5439 2.0922 -1.7141
H 3.2130 0.9686 0.0994
*
```

Atom charges from the Mulliken analysis, given in e for atoms 1 to 8:
1 Pd 1.048
2 C -1.054
3 C 0.288
4 N -0.180
5 C -0.145
6 C 0.388
7 N -0.034
8 C 0.438